[1]
{"formula": "C26H33FN3O3", "method": "the ωB97M-V functional and the def2-TZVPD basis", "elements": ["C", "C", "C", "N", "C", "C", "N", "C", "C", "C", "C", "C", "O", "C", "C", "C", "C", "F", "C", "C", "C", "O", "H", "H", "H", "H", "H", "H", "H", "H", "H", "H", "H", "H", "H", "H", "H", "C", "C", "C", "C", "C", "C", "N", "O", "C", "C", "C", "H", "H", "H", "H", "H", "H", "H", "H", "H", "H", "H", "H", "H", "H", "H", "H", "H", "H"], "positions_angstrom": [[7.3001, -2.3917, 1.5948], [7.6624, -0.8979, 1.0475], [6.3829, -0.0859, 0.5414], [5.4762, 0.3742, 1.6816], [4.3163, 0.9927, 0.9676], [4.3391, 2.5198, 0.6141], [5.4845, 3.3399, 1.0286], [3.0994, 3.0572, -0.1742], [1.9289, 2.1093, -0.5609], [1.9310, 0.5978, -0.1805], [3.1542, 0.0329, 0.6075], [3.1770, -1.5256, 1.0236], [3.6897, -1.9280, 2.1092], [2.4627, -2.5113, -0.0094], [3.0080, -3.9527, -0.1194], [2.3118, -4.9082, -1.1233], [1.1388, -4.3613, -1.9924], [0.5589, -5.2801, -2.9263], [0.6077, -2.8980, -1.8629], [1.2595, -1.9427, -0.8356], [0.7706, -0.4264, -0.5813], [-0.4356, -0.0882, -0.6970], [6.1803, -2.5388, 1.7622], [7.9516, -2.6248, 2.5010], [7.6035, -3.1485, 0.7729], [8.3162, -1.0831, 0.1094], [8.3247, -0.3250, 1.7780], [5.6936, -0.7126, -0.1417], [6.6713, 0.8840, -0.0215], [5.9670, 1.1220, 2.1977], [6.3727, 2.9965, 0.6346], [5.3274, 4.3037, 0.7010], [3.1135, 4.1544, -0.4698], [1.0302, 2.5206, -1.1486], [3.8753, -4.2978, 0.5476], [2.6945, -5.9783, -1.1788], [-0.2569, -2.5774, -2.5339], [-4.0824, -0.3343, 1.1822], [-4.5090, -0.2097, -0.3052], [-3.5549, 0.7555, -1.0561], [-3.8038, 2.2285, -0.7585], [-5.2733, 2.5864, -0.9565], [-6.2269, 1.6731, -0.1505], [-5.9388, 0.2226, -0.3745], [-6.4004, -0.0974, -1.5613], [-6.1215, 2.0157, 1.3558], [-7.6918, 2.0473, -0.5025], [-4.2822, -1.6357, -0.8788], [-4.9222, -0.6365, 1.8151], [-3.3092, -1.0943, 1.3170], [-3.6594, 0.5868, 1.5826], [-3.6568, 0.6041, -2.1379], [-2.5173, 0.5103, -0.8097], [-3.4838, 2.4758, 0.2576], [-3.1894, 2.8408, -1.4259], [-5.4304, 3.6319, -0.6768], [-5.5071, 2.5206, -2.0264], [-6.7161, 1.3243, 1.9604], [-6.4998, 3.0228, 1.5504], [-5.1038, 2.0116, 1.7392], [-7.9026, 1.9707, -1.5719], [-7.9050, 3.0814, -0.2211], [-8.4001, 1.4078, 0.0334], [-4.9414, -2.3654, -0.3994], [-3.2511, -1.9579, -0.7117], [-4.4412, -1.6832, -1.9595]], "atomic_forces_ev_per_a": [[0.53, 0.16, -0.92], [-0.09, -0.93, -1.10], [0.21, 0.26, 0.27], [-0.92, 1.12, -2.13], [-1.62, 0.25, 0.00], [-2.84, -2.39, -1.29], [-1.88, -0.81, -1.30], [0.47, -3.45, 1.09], [2.07, -1.18, 1.67], [2.34, 1.32, 0.63], [-0.15, 2.94, -1.00], [0.71, -0.27, 2.07], [-2.00, 1.33, -4.51], [-0.62, -0.81, -1.03], [-3.49, 1.27, -2.22], [-0.89, 3.53, 0.49], [1.57, 1.12, 1.96], [1.23, 2.51, 2.23], [2.14, -1.45, 1.66], [1.44, -3.30, -0.33], [-0.63, 0.52, -0.13], [3.65, -1.10, 0.12], [1.62, 0.39, 0.21], [-1.25, 0.23, -1.06], [-0.49, 1.19, 1.34], [-0.97, 0.57, 1.47], [-1.20, -0.58, -0.85], [1.46, 0.82, 0.97], [-0.05, -1.73, 0.37], [-0.38, -0.44, -0.33], [-0.67, 0.12, 0.30], [0.24, -0.65, 0.29], [-0.27, -1.68, 0.33], [1.67, -0.70, 1.05], [-1.56, 0.66, -1.19], [-0.84, 1.65, -0.23], [1.41, -0.46, 1.13], [-0.07, 0.34, 0.44], [2.00, -2.97, 2.50], [-0.38, 1.22, -0.68], [-0.21, -0.15, 0.30], [1.14, -0.46, -0.82], [-2.47, 2.06, 2.94], [0.80, 1.44, -9.70], [0.65, 0.17, 5.65], [0.40, -0.21, 0.35], [0.00, -0.62, -0.69], [-0.66, 0.18, -0.68], [0.08, 0.06, -0.07], [-0.14, 0.10, -0.33], [-0.13, -0.02, -0.03], [-0.24, -0.21, 0.11], [-0.31, -0.41, 0.24], [0.00, 0.00, -0.05], [-0.05, -0.08, 0.03], [-0.39, -0.29, 0.29], [-0.21, -0.21, 0.12], [0.05, 0.08, -0.10], [-0.06, -0.19, -0.31], [-0.04, -0.11, -0.06], [0.09, -0.13, 0.12], [0.34, -0.18, 0.11], [0.13, 0.04, -0.04], [0.03, 0.11, 0.00], [-0.13, 0.38, 0.19], [-0.15, 0.06, 0.16]], "gap_ha": 0.1054, "energy_ha": -1499.70112, "homo_ev": -10.2, "total_charge": 1}

***

[2]
{"formula": "C26H33Ge2N3O4PdS", "method": "the ωB97M-V functional and the def2-TZVPD basis", "elements": ["Pd", "C", "C", "Ge", "C", "C", "C", "C", "Ge", "C", "C", "C", "C", "C", "C", "C", "C", "C", "C", "H", "H", "H", "H", "H", "H", "H", "H", "H", "H", "H", "H", "H", "H", "H", "H", "H", "H", "H", "H", "H", "H", "H", "H", "H", "H", "N", "C", "C", "C", "C", "C", "C", "C", "N", "C", "C", "N", "C", "H", "H", "H", "H", "H", "H", "H", "O", "S", "O", "O", "O"], "positions_angstrom": [[1.3665, -0.7994, -0.0816], [-0.5624, -1.9902, -4.4913], [0.2996, -2.2802, -3.2652], [1.2016, -0.6824, -2.4322], [2.9740, -0.5266, -3.3599], [2.9042, -0.2856, -4.8643], [0.1719, 0.8731, -3.1207], [-0.2575, 1.7755, -2.2247], [0.3387, 1.2984, -0.3648], [1.7376, 2.5828, 0.2775], [1.4394, 4.0615, 0.5050], [-1.1719, 1.2654, 0.9591], [-2.1601, 2.4143, 1.1369], [-1.0187, 2.9876, -2.6094], [-1.5626, 3.1812, -3.8862], [-2.2673, 4.3282, -4.2084], [-2.4605, 5.3292, -3.2637], [-1.9384, 5.1554, -1.9916], [-1.2348, 4.0022, -1.6747], [-1.1048, -2.8766, -4.8426], [0.0348, -1.6205, -5.3305], [-1.3069, -1.2200, -4.2730], [1.0786, -3.0096, -3.5110], [-0.3016, -2.7408, -2.4780], [3.5318, -1.4423, -3.1440], [3.5183, 0.2789, -2.8609], [2.3869, -1.1042, -5.3752], [3.8953, -0.1948, -5.3249], [2.3557, 0.6319, -5.0944], [-0.0186, 1.0298, -4.1865], [2.5736, 2.4686, -0.4180], [2.0834, 2.1128, 1.2030], [1.2061, 4.5823, -0.4275], [2.2935, 4.5790, 0.9560], [0.5899, 4.2067, 1.1805], [-0.6483, 1.0679, 1.9007], [-1.7158, 0.3402, 0.7455], [-1.6614, 3.3498, 1.4072], [-2.8813, 2.1996, 1.9342], [-2.7326, 2.6091, 0.2269], [-1.4384, 2.4132, -4.6387], [-2.6752, 4.4414, -5.2071], [-3.0146, 6.2254, -3.5171], [-2.0788, 5.9184, -1.2343], [-0.8378, 3.8844, -0.6777], [-0.0167, -3.6941, 9.2354], [-0.1590, -3.5733, 8.0988], [-0.3581, -3.4409, 6.6945], [-1.5789, -3.8254, 6.1370], [-1.7783, -3.7109, 4.7768], [-0.7666, -3.2053, 3.9610], [0.4500, -2.7959, 4.5153], [0.6528, -2.9255, 5.8727], [-0.9675, -3.0800, 2.5819], [-2.1531, -2.8510, 1.9114], [-1.8127, -2.7479, 0.5950], [-0.4635, -2.9498, 0.4386], [0.0159, -3.1521, 1.6307], [-2.3605, -4.2210, 6.7718], [-2.7124, -4.0300, 4.3342], [1.2127, -2.3412, 3.8907], [1.5922, -2.6051, 6.3017], [-3.0732, -2.6705, 2.4400], [-2.4380, -2.4562, -0.2328], [1.0658, -3.2840, 1.8458], [3.3820, -2.1008, 3.3114], [2.9995, -1.4459, 2.0578], [3.9449, -0.4243, 1.6112], [1.6157, -0.8271, 2.2011], [2.7758, -2.4629, 0.9657]], "atomic_forces_ev_per_a": [[-0.02, 0.20, -0.08], [-0.02, 0.05, -0.05], [0.09, 0.01, 0.07], [0.04, -0.15, 0.09], [-0.08, -0.06, 0.10], [-0.04, -0.01, -0.08], [0.05, 0.05, 0.04], [0.11, -0.25, -0.02], [0.10, -0.12, 0.32], [-0.06, -0.13, -0.03], [-0.03, 0.07, 0.01], [0.12, -0.09, 0.01], [-0.03, 0.08, -0.01], [-0.08, 0.17, 0.05], [-0.01, -0.05, 0.00], [-0.02, 0.01, -0.04], [-0.01, 0.02, 0.00], [0.01, 0.02, 0.01], [0.00, 0.04, -0.05], [0.02, -0.01, 0.00], [-0.01, 0.01, 0.02], [-0.01, -0.01, 0.00], [0.01, 0.01, 0.00], [0.02, 0.04, 0.03], [-0.02, -0.01, 0.02], [-0.02, 0.02, -0.01], [0.01, 0.01, 0.02], [0.01, 0.00, 0.01], [0.00, 0.00, 0.00], [0.01, 0.00, 0.00], [-0.02, 0.01, -0.03], [-0.03, -0.01, 0.00], [0.02, -0.01, 0.02], [0.01, -0.01, 0.01], [0.00, 0.00, -0.01], [0.02, 0.00, -0.01], [0.00, 0.03, -0.05], [0.01, -0.01, 0.00], [0.00, -0.01, 0.00], [0.01, -0.01, -0.01], [0.00, -0.01, 0.01], [0.00, 0.00, 0.00], [0.00, 0.00, 0.00], [0.00, 0.00, 0.00], [-0.01, -0.03, 0.00], [-0.01, 0.01, -0.03], [0.06, -0.05, 0.43], [-0.01, 0.07, -0.46], [0.10, 0.03, 0.07], [-0.01, -0.02, -0.15], [0.06, 0.14, 0.26], [-0.11, 0.03, -0.17], [-0.18, -0.09, 0.15], [0.19, -0.29, -0.02], [-0.19, 0.29, -0.10], [-0.02, 0.10, 0.38], [-0.10, -0.28, -0.35], [-0.02, 0.20, -0.03], [0.00, 0.00, 0.02], [-0.01, -0.01, 0.00], [0.09, -0.01, -0.01], [0.03, 0.00, -0.02], [-0.02, -0.03, -0.04], [-0.06, -0.14, -0.04], [0.03, -0.11, 0.01], [-0.12, -0.10, 0.23], [-0.11, 0.24, -0.77], [0.17, -0.08, 0.32], [-0.15, 0.35, 0.15], [0.26, -0.08, -0.17]], "gap_ha": 0.2277, "energy_ha": -6155.76211, "homo_ev": -1.9, "total_charge": -2}

***

[3]
{"formula": "C26H33N3O5", "method": "the ωB97M-V functional and the def2-TZVPD basis", "elements": ["C", "C", "H", "H", "O", "C", "O", "N", "C", "H", "C", "H", "H", "C", "N", "C", "O", "C", "H", "C", "C", "O", "N", "C", "C", "C", "C", "C", "C", "H", "H", "C", "C", "H", "H", "H", "C", "H", "H", "H", "H", "H", "H", "H", "H", "C", "C", "C", "H", "C", "C", "H", "H", "O", "H", "H", "C", "H", "C", "H", "H", "H", "H", "H", "H", "H", "H"], "positions_angstrom": [[2.3566, 3.2011, -6.6378], [1.9226, 3.9876, -5.5031], [0.9238, 3.8419, -5.1734], [2.1490, 5.0873, -5.8296], [2.7938, 3.6389, -4.5981], [2.4915, 4.5744, -3.3828], [1.5676, 5.5318, -3.3494], [3.4492, 4.1233, -2.2968], [4.3534, 3.0359, -2.2984], [5.1113, 3.3352, -1.7552], [3.7228, 1.9143, -1.4307], [3.2611, 1.2313, -2.3121], [4.3319, 1.1496, -1.2943], [2.5899, 2.3542, -0.4408], [2.3563, 1.2271, 0.3815], [0.9908, 0.9575, 0.5807], [-0.0788, 1.1207, -0.1660], [1.0249, -0.1141, 1.6843], [1.0939, -1.3222, 1.4144], [0.0328, 0.0866, 2.9209], [-0.8290, -1.2242, 2.9095], [-0.9178, -1.7455, 3.9931], [-1.6598, -1.2035, 1.9650], [-2.7346, -1.9952, 1.6021], [-2.8576, -3.3707, 2.4458], [-4.1303, -4.1237, 2.0398], [-4.8346, -3.9426, 0.6089], [-4.2589, -2.9407, 0.0700], [-3.3644, -1.8901, 0.2699], [-3.1144, -1.1979, -0.3658], [-4.7388, -2.8119, -0.9493], [-5.7567, -4.9450, 0.2751], [-7.0373, -4.7794, 1.3632], [-6.7767, -5.0939, 2.1846], [-7.4017, -3.7270, 1.2940], [-7.7858, -5.4069, 1.1725], [-5.2362, -6.4558, 0.2283], [-5.1470, -6.4630, 1.3457], [-4.4558, -6.3465, -0.3796], [-6.0285, -6.8198, 0.0040], [-6.3662, -4.5127, -0.6321], [-4.3996, -4.5800, 2.7518], [-2.5799, -3.2281, 3.2659], [-1.5733, -0.5005, 1.0060], [-0.3669, 0.9230, 2.7006], [0.9164, 0.0811, 4.0516], [1.7146, -1.0969, 4.1967], [2.5587, -1.1497, 3.1978], [3.5637, -1.9132, 3.0582], [2.4991, 0.2693, 2.4659], [3.3029, 0.7460, 1.4155], [3.8974, 1.5537, 1.8357], [3.8969, -0.1321, 0.9931], [1.8439, 1.0879, 3.4278], [1.4803, -1.7819, 5.0400], [0.4918, 0.7697, 5.1015], [3.1049, 3.6000, 0.0197], [2.4625, 4.0067, 0.9336], [3.0742, 4.7442, -0.8542], [3.5166, 5.6413, -0.5692], [2.0450, 5.1005, -1.0841], [4.0056, 3.5313, 0.5215], [1.6325, 2.4649, -1.0224], [4.5427, 3.0139, -3.3470], [2.1833, 2.1450, -6.4783], [3.4095, 3.3068, -6.9488], [1.7649, 3.4308, -7.6372]], "atomic_forces_ev_per_a": [[-1.26, -1.39, -5.18], [-0.49, 3.80, -4.36], [-1.15, 0.07, -0.12], [-1.16, -1.37, 0.73], [1.65, 2.40, 8.36], [0.10, 0.30, 1.59], [5.83, -6.03, -0.21], [-5.12, 6.01, -0.63], [-4.07, -0.78, -0.60], [4.60, 1.84, 2.05], [-4.54, 0.21, -6.51], [-0.32, 1.49, 1.61], [3.56, -2.89, 2.57], [0.98, -2.30, -4.70], [-2.69, 1.66, 0.92], [-2.21, -3.73, -1.80], [4.91, 0.52, 3.02], [1.53, -1.67, 0.95], [-0.48, 3.45, -0.32], [2.28, -8.70, -3.12], [1.74, 5.40, 4.34], [-0.17, -2.69, 1.00], [-4.07, 2.41, -9.47], [0.00, -5.35, -1.13], [-10.34, 1.41, -16.83], [7.20, 9.10, -10.00], [4.33, -2.70, 9.65], [-0.98, 4.53, -7.73], [0.72, -4.93, 9.39], [0.99, 3.72, -3.55], [0.56, 0.06, 0.41], [-6.01, 0.41, -1.17], [1.54, 5.00, -8.79], [3.28, -2.22, 9.08], [0.43, -0.88, 0.45], [-3.30, -2.48, -1.79], [4.31, 8.39, 6.70], [1.08, -1.24, -1.07], [3.36, -0.93, -2.14], [-8.98, -5.90, -3.40], [1.52, -1.43, 0.68], [-4.34, -7.39, 9.28], [4.43, 0.99, 12.81], [0.89, -1.87, 4.02], [-3.75, 5.65, -0.80], [0.28, 6.61, 3.51], [-0.16, -2.33, 2.12], [5.95, -0.06, -0.57], [-3.42, 2.05, 0.27], [-7.15, -5.41, 2.32], [1.36, 0.40, -1.95], [0.62, 0.18, -0.64], [-0.39, 1.42, 0.54], [2.38, 0.71, 1.11], [0.50, 0.27, -1.14], [1.19, -2.71, -3.14], [-2.78, 3.10, 6.34], [0.80, -0.91, -1.30], [-2.52, -1.31, -5.74], [1.88, 1.11, 0.40], [0.35, -0.53, 0.42], [2.39, -0.59, 0.67], [0.95, 0.18, 0.48], [0.78, -1.69, -0.62], [0.04, -0.43, 0.13], [-0.33, 0.29, 0.61], [0.92, -0.27, 2.00]], "gap_ha": 0.3104, "smiles": "CCOC(=O)N1CCC(N2C[C@@]34C=C[C@@H](O3)[C@H](C(=O)Nc3ccc(C(C)C)cc3)[C@H]4C2=O)CC1", "energy_ha": -1550.26707, "homo_ev": -8.0}